Run w
DFT (ωB97M-V with the def2-TZVPD basis set) results for C7H14 in the gas phase.

- net charge = 0
- spin multiplicity = 1
- SMILES string = C=CCCCCC

Each line ends with the Mulliken charge.
CARTESIAN COORDINATES (ANGSTROEM)
C  2.18  -2.33  -1.39  -0.7243
C  1.38  -1.27  -1.35  -0.0636
C  1.73  -0.04  -0.51  -0.9478
C  0.77  0.18  0.67  -0.6430
C  -0.36  1.14  0.33  -0.5514
C  -1.55  1.06  1.28  -0.4905
C  -2.86  0.67  0.53  -1.1327
H  3.20  -2.15  -1.08  0.2468
H  1.96  -3.22  -1.97  0.2785
H  0.39  -1.24  -1.79  0.2847
H  2.78  -0.20  -0.26  0.4249
H  1.77  0.81  -1.20  0.3307
H  0.36  -0.80  0.96  0.3698
H  1.47  0.24  1.51  0.3556
H  -0.61  0.82  -0.68  0.2639
H  -0.03  2.17  0.19  0.3454
H  -1.77  2.05  1.68  0.2912
H  -1.33  0.38  2.09  0.4178
H  -3.52  0.09  1.18  0.3074
H  -2.68  0.05  -0.35  0.3163
H  -3.28  1.59  0.14  0.3203


Run x
DFT (ωB97M-V with the def2-TZVPD basis set) results for C7H14 in the gas phase.

- net charge = 0
- spin multiplicity = 1
- SMILES string = CC(C)CC1CC1

Each line ends with the Mulliken charge.
CARTESIAN COORDINATES (ANGSTROEM)
C  0.28  -1.26  1.47  -1.3949
C  0.97  0.02  0.92  0.7073
C  2.38  -0.44  0.50  -1.6538
C  0.23  0.90  -0.19  -0.9836
C  -1.22  0.58  -0.57  0.0837
C  -1.69  0.69  -2.00  -0.7382
C  -1.67  -0.65  -1.33  -0.4844
H  0.66  -2.18  1.00  0.3177
H  0.52  -1.37  2.54  0.3830
H  -0.80  -1.26  1.36  0.3555
H  1.06  0.70  1.77  0.2302
H  2.81  -1.12  1.24  0.4022
H  2.26  -1.01  -0.43  0.3893
H  3.11  0.36  0.35  0.3665
H  0.21  1.96  0.13  0.3270
H  0.80  0.94  -1.13  0.3607
H  -1.96  0.92  0.15  0.3640
H  -2.63  1.17  -2.26  0.2694
H  -0.90  0.84  -2.74  0.2267
H  -0.98  -1.38  -1.75  0.2232
H  -2.60  -1.08  -0.98  0.2486


Run y
DFT (ωB97M-V with the def2-TZVPD basis set) results for C7H14 in the gas phase.

- net charge = 0
- spin multiplicity = 1
- SMILES string = C=CCCCCC

Each line ends with the Mulliken charge.
CARTESIAN COORDINATES (ANGSTROEM)
C  3.58  0.05  0.96  -0.8189
C  2.29  0.37  1.15  -0.0586
C  1.18  -0.45  0.54  -0.7650
C  -0.12  0.28  0.08  -0.3372
C  -0.84  -0.38  -1.07  -0.6003
C  -2.28  0.09  -1.36  -0.4758
C  -3.19  0.11  -0.10  -1.1646
H  3.95  -0.68  0.24  0.2618
H  4.41  0.63  1.39  0.2561
H  2.09  1.11  1.92  0.2974
H  1.64  -0.72  -0.42  0.2468
H  0.92  -1.43  0.94  0.4051
H  -0.76  0.42  0.96  0.3296
H  0.29  1.22  -0.33  0.2190
H  -0.95  -1.47  -0.91  0.3091
H  -0.31  -0.29  -2.08  0.2961
H  -2.68  -0.76  -1.92  0.3131
H  -2.35  1.05  -1.87  0.3505
H  -4.25  0.16  -0.42  0.3300
H  -2.82  0.95  0.44  0.3026
H  -3.07  -0.77  0.54  0.3031


Run z
DFT (ωB97M-V with the def2-TZVPD basis set) results for C7H14 in the gas phase.

- net charge = 0
- spin multiplicity = 1
- SMILES string = CC(C)CC1CC1

Each line ends with the Mulliken charge.
CARTESIAN COORDINATES (ANGSTROEM)
C  -1.37  1.31  0.27  -1.2276
C  -1.29  -0.23  0.36  0.7576
C  -2.38  -0.89  -0.50  -1.6421
C  0.12  -0.86  0.00  -1.0020
C  1.28  0.12  0.02  0.2101
C  2.77  -0.08  0.10  -0.6545
C  2.16  0.48  -1.15  -0.7472
H  -0.39  1.77  0.25  0.3136
H  -1.88  1.65  -0.63  0.3163
H  -1.88  1.75  1.14  0.2827
H  -1.50  -0.50  1.41  0.2781
H  -3.39  -0.74  -0.11  0.3838
H  -2.36  -0.48  -1.52  0.4003
H  -2.21  -1.97  -0.57  0.3782
H  0.30  -1.68  0.71  0.2556
H  0.04  -1.34  -0.99  0.4807
H  1.03  1.00  0.59  0.2598
H  3.28  0.62  0.76  0.2412
H  3.23  -1.06  0.06  0.2660
H  2.17  -0.18  -2.02  0.2464
H  2.29  1.53  -1.40  0.2028


Most stable to least stable: run x, run z, run w, run y